{"formula": "C51H57CsN8O2S", "method": "ωB97M-V/def2-TZVPD", "symbols": ["Cs", "C", "C", "N", "C", "C", "N", "C", "C", "C", "N", "C", "C", "N", "C", "H", "H", "H", "H", "H", "H", "H", "H", "H", "H", "H", "H", "H", "H", "H", "H", "H", "H", "H", "H", "H", "H", "H", "H", "C", "C", "N", "N", "C", "O", "C", "C", "C", "C", "C", "C", "C", "C", "C", "C", "C", "N", "H", "H", "H", "H", "H", "H", "H", "H", "H", "H", "H", "H", "S", "C", "C", "C", "C", "C", "C", "N", "C", "C", "C", "C", "C", "C", "C", "H", "H", "H", "H", "H", "H", "H", "H", "C", "C", "O", "C", "C", "C", "C", "C", "C", "H", "H", "H", "H", "H", "H", "H", "H", "C", "C", "C", "C", "C", "C", "H", "H", "H", "H", "H"], "coordinates": [[-1.303305, 0.211133, -0.142440], [-0.247310, -3.918808, 3.095944], [0.703031, -2.737707, 3.264091], [0.108029, -1.461062, 2.907926], [0.885111, -0.309781, 3.325138], [2.316323, -0.326072, 2.768905], [2.343381, -0.793496, 1.399034], [3.542235, -0.526712, 0.629530], [3.957917, -1.675559, -0.289780], [3.046809, -1.908739, -1.502391], [1.755765, -2.455048, -1.158926], [1.762986, -3.860205, -0.807369], [0.372578, -4.325871, -0.376642], [-0.131325, -3.468552, 0.655328], [-0.968771, -3.927078, 1.737729], [-1.008838, -3.914147, 3.884466], [0.345479, -4.832413, 3.230889], [1.556220, -2.884795, 2.597542], [1.086388, -2.732149, 4.303558], [-0.857086, -1.385731, 3.212812], [0.967570, -0.219946, 4.424446], [0.367853, 0.587576, 2.969410], [2.950295, -0.989725, 3.370432], [2.721376, 0.694777, 2.891052], [1.532282, -0.457548, 0.909136], [4.366304, -0.313652, 1.320564], [3.419122, 0.377769, 0.017330], [4.010859, -2.591790, 0.303992], [4.970633, -1.470368, -0.660935], [3.593975, -2.559948, -2.215173], [2.885444, -0.952816, -2.012650], [1.018226, -2.222294, -1.817496], [2.443493, -3.999123, 0.038203], [2.134604, -4.496004, -1.638274], [0.436378, -5.352725, -0.002507], [-0.281206, -4.345208, -1.263696], [-0.432804, -2.588834, 0.278612], [-1.363426, -4.933051, 1.537849], [-1.836228, -3.262539, 1.800355], [-4.488770, 1.164294, -4.108968], [-3.409142, 1.261982, -3.065337], [-2.529997, 0.350773, -2.853224], [-2.588636, -0.760887, -3.644875], [-1.694928, -1.690964, -3.307492], [-0.857465, -1.706469, -2.378879], [-1.753752, -2.896332, -4.228245], [-2.798206, -3.102446, -5.126698], [-2.810023, -4.217560, -5.950784], [-1.774514, -5.142790, -5.895341], [-0.729030, -4.943729, -5.004833], [-0.723814, -3.829689, -4.177047], [-3.360977, 2.468078, -2.197906], [-4.449988, 3.335502, -2.108398], [-4.393581, 4.404032, -1.226173], [-3.254272, 4.597775, -0.468897], [-2.201486, 3.706068, -0.644326], [-2.246467, 2.680874, -1.484148], [-4.254980, 0.341677, -4.778425], [-4.569040, 2.095154, -4.676281], [-5.463005, 0.969179, -3.650805], [-3.595443, -2.373393, -5.156998], [-3.634279, -4.369413, -6.638580], [-1.786771, -6.015655, -6.537997], [0.081558, -5.661121, -4.948900], [0.079062, -3.663892, -3.470948], [-5.341842, 3.155581, -2.692633], [-5.246737, 5.064192, -1.119177], [-3.181016, 5.389500, 0.263990], [-1.288458, 3.810537, -0.068439], [0.105135, 4.853765, 4.150794], [1.566742, 4.983742, 3.238545], [2.745853, 5.653155, 3.543360], [3.779465, 5.625758, 2.622581], [3.634061, 4.940366, 1.412921], [2.464293, 4.266018, 1.109538], [1.414507, 4.282530, 2.029973], [0.194292, 3.670615, 1.843910], [-0.610353, 3.864869, 2.837554], [-1.985119, 3.367792, 2.977336], [-2.835332, 4.035408, 3.880967], [-4.139210, 3.613524, 4.034442], [-4.580995, 2.521573, 3.280892], [-3.722442, 1.890161, 2.395494], [-2.372612, 2.263909, 2.188843], [2.851621, 6.186736, 4.479884], [4.705840, 6.143849, 2.839334], [4.449765, 4.946490, 0.700127], [2.335549, 3.734108, 0.173859], [-2.493100, 4.901130, 4.443770], [-4.804454, 4.121332, 4.724398], [-5.599499, 2.162650, 3.400038], [-4.119412, 1.035479, 1.849813], [3.710161, 1.180143, -3.825333], [3.935691, 1.686594, -2.420025], [3.025301, 2.165287, -1.783075], [5.305912, 1.560763, -1.821746], [5.492027, 1.975110, -0.505894], [6.732458, 1.858360, 0.095619], [7.799798, 1.322348, -0.615171], [7.622249, 0.904186, -1.926311], [6.377450, 1.021953, -2.528002], [2.659078, 1.306438, -4.070674], [3.976516, 0.124645, -3.902735], [4.326597, 1.735089, -4.535910], [4.643293, 2.366989, 0.037352], [6.861844, 2.173979, 1.123090], [8.769480, 1.222369, -0.143288], [8.450417, 0.478024, -2.478416], [6.244134, 0.684048, -3.547023], [-6.328821, -2.588870, 2.841707], [-5.270643, -2.433783, 3.730216], [-4.014705, -2.054591, 3.258728], [-3.705687, -1.802508, 1.905467], [-4.820703, -1.981151, 1.058674], [-6.092283, -2.357260, 1.491535], [-7.314619, -2.879162, 3.193528], [-5.431716, -2.602921, 4.793869], [-3.232544, -1.938137, 4.014682], [-4.704048, -1.815556, -0.014871], [-6.905602, -2.469962, 0.776398]], "forces_ev_per_angstrom": [[0.096, -0.367, 0.848], [0.000, 0.027, -0.019], [-0.018, 0.036, 0.002], [0.019, -0.059, 0.080], [0.002, 0.008, -0.057], [-0.037, 0.089, 0.009], [0.088, -0.006, 0.054], [-0.015, 0.129, -0.060], [-0.043, 0.009, -0.004], [-0.012, -0.053, 0.036], [0.038, 0.027, 0.005], [-0.004, 0.055, 0.031], [-0.062, 0.016, -0.088], [0.271, -0.006, 0.066], [-0.126, -0.007, -0.070], [0.003, -0.004, 0.010], [0.006, 0.000, 0.005], [0.017, 0.001, 0.017], [-0.015, -0.016, 0.012], [-0.028, 0.047, -0.104], [0.014, 0.011, -0.002], [-0.013, -0.005, 0.003], [-0.021, -0.006, 0.012], [0.010, -0.018, 0.009], [-0.251, -0.238, -0.108], [-0.010, -0.065, 0.019], [0.027, 0.011, 0.060], [0.048, 0.006, 0.004], [0.005, 0.009, -0.011], [0.009, 0.009, -0.025], [-0.029, 0.008, 0.027], [0.005, -0.021, -0.039], [-0.020, -0.019, 0.007], [-0.008, -0.007, 0.000], [0.047, 0.013, 0.009], [-0.020, -0.053, 0.001], [-0.056, 0.081, 0.045], [0.017, -0.001, 0.012], [-0.003, -0.008, 0.008], [-0.010, 0.016, 0.011], [0.057, -0.058, -0.072], [-0.056, 0.013, -0.175], [-0.004, -0.029, -0.049], [-0.165, 0.038, -0.107], [0.032, 0.037, -0.171], [0.099, -0.003, -0.011], [-0.018, 0.001, 0.014], [-0.003, -0.012, -0.013], [0.000, -0.008, 0.004], [0.000, -0.004, -0.007], [0.002, 0.016, 0.006], [0.047, 0.031, 0.009], [-0.041, -0.053, 0.002], [0.010, 0.030, 0.025], [-0.033, -0.014, -0.055], [-0.015, 0.028, 0.054], [-0.070, 0.190, -0.212], [-0.001, 0.000, -0.005], [-0.010, 0.004, 0.009], [-0.003, -0.009, 0.001], [-0.003, 0.005, 0.000], [0.000, -0.002, 0.000], [0.000, -0.003, -0.002], [0.003, 0.000, 0.001], [0.006, -0.009, 0.014], [-0.005, -0.011, 0.008], [0.003, 0.003, -0.001], [0.009, 0.010, 0.001], [-0.020, -0.025, 0.027], [-0.036, -0.086, -0.042], [0.006, 0.019, -0.013], [0.003, 0.004, 0.004], [0.008, 0.003, 0.007], [-0.007, -0.014, -0.026], [-0.018, -0.008, -0.033], [0.035, 0.020, 0.041], [-0.020, -0.028, -0.023], [0.052, 0.043, 0.112], [-0.061, 0.055, -0.041], [0.017, 0.045, -0.012], [-0.004, -0.032, -0.022], [0.014, 0.033, 0.017], [0.030, -0.023, 0.005], [0.055, 0.056, -0.007], [0.008, 0.007, 0.002], [0.003, 0.001, 0.005], [0.017, -0.029, -0.025], [0.039, -0.010, 0.019], [0.024, 0.001, 0.015], [-0.003, -0.001, 0.000], [-0.012, 0.001, -0.006], [0.021, -0.030, 0.029], [-0.014, 0.036, 0.018], [-0.129, -0.107, -0.089], [0.128, 0.076, 0.011], [0.015, 0.005, -0.010], [0.004, 0.026, 0.005], [0.022, -0.016, -0.003], [-0.004, 0.003, 0.005], [-0.004, -0.003, 0.007], [-0.007, 0.017, 0.016], [0.001, -0.006, -0.008], [0.002, -0.004, 0.013], [0.004, 0.002, -0.002], [-0.007, 0.060, 0.018], [0.007, -0.002, -0.005], [0.002, 0.001, 0.003], [0.001, 0.002, 0.002], [-0.007, -0.001, -0.007], [-0.018, -0.007, 0.006], [-0.017, -0.004, 0.009], [0.016, 0.023, -0.004], [0.099, 0.055, -0.103], [0.004, 0.014, 0.002], [-0.030, 0.002, 0.007], [0.004, 0.000, -0.001], [0.011, 0.002, 0.002], [0.001, -0.011, 0.015], [-0.005, -0.006, -0.012], [0.008, 0.002, -0.008]], "lowdin_charge": [0.911, -0.177, -0.259, -0.055, -0.222, -0.236, -0.048, -0.223, -0.171, -0.234, -0.052, -0.227, -0.220, -0.049, -0.227, 0.099, 0.093, 0.093, 0.106, 0.103, 0.109, 0.097, 0.104, 0.109, 0.060, 0.112, 0.090, 0.098, 0.096, 0.104, 0.102, 0.067, 0.102, 0.105, 0.113, 0.099, 0.041, 0.110, 0.057, -0.054, -0.303, -0.037, 0.020, -0.495, -0.175, -0.128, -0.040, -0.107, -0.124, -0.099, -0.033, -0.248, -0.035, -0.081, -0.064, -0.160, 0.009, 0.048, 0.070, 0.079, 0.096, 0.089, 0.085, 0.092, 0.092, 0.093, 0.097, 0.101, 0.080, 1.052, -0.497, -0.117, -0.124, -0.113, -0.015, -0.309, 0.104, -0.493, -0.324, -0.124, -0.137, -0.116, -0.159, -0.137, 0.095, 0.087, 0.089, 0.099, 0.058, 0.079, 0.087, 0.058, -0.014, -0.404, 0.089, -0.156, -0.027, -0.066, -0.090, -0.089, -0.036, 0.092, 0.080, 0.085, 0.102, 0.106, 0.097, 0.097, 0.104, -0.173, -0.164, -0.211, -0.165, -0.206, -0.162, 0.069, 0.071, 0.054, 0.057, 0.072], "spin_multiplicity": 1, "e_above_lowest_ev": 0.407, "total_charge": -2, "gap_ha": 0.15827}

***

{"formula": "HHgO3S", "method": "ωB97M-V/def2-TZVPD", "symbols": ["S", "O", "O", "Hg", "O", "H"], "coordinates": [[1.049139, 0.634602, -0.208676], [1.966935, -0.454104, -0.349491], [-0.286995, 0.268426, 0.299227], [-1.817798, -0.889402, -0.139430], [1.080077, 1.774772, -1.080855], [-1.991358, -1.334293, 1.479225]], "forces_ev_per_angstrom": [[-0.423, -0.705, -3.574], [-0.254, 1.193, 1.074], [4.803, 3.509, 1.316], [-4.039, -3.103, 0.081], [0.424, -0.605, 1.732], [-0.510, -0.288, -0.630]], "lowdin_charge": [0.783, -0.167, -0.586, 1.136, -0.163, -0.004], "spin_multiplicity": 1, "total_charge": 1, "gap_ha": 0.30040}

***

> Number 2 is which compound?

HHgO3S